# 1
{"formula": "H14HgO7", "method": "ωB97M-V/def2-TZVPD", "symbols": ["Hg", "O", "H", "H", "O", "H", "H", "O", "H", "H", "O", "H", "H", "O", "H", "H", "O", "H", "H", "O", "H", "H"], "coordinates": [[-0.068, -0.027, 0.059], [1.960, -1.304, 0.718], [1.737, -2.224, 0.863], [2.554, -1.085, 1.436], [0.460, -1.772, -1.514], [1.237, -1.772, -2.072], [-0.181, -2.297, -1.994], [-0.530, 2.207, 0.551], [0.142, 2.848, 0.322], [-1.288, 2.734, 0.804], [-1.986, -1.244, 0.877], [-1.971, -1.985, 1.483], [-2.917, -1.068, 0.736], [-0.127, 0.125, 2.334], [0.340, 0.525, 3.067], [-0.921, -0.240, 2.725], [1.646, 0.992, -1.070], [1.694, 1.441, -1.914], [2.545, 0.716, -0.893], [-1.313, 0.921, -1.879], [-2.181, 1.312, -1.981], [-0.832, 1.198, -2.659]], "forces_ev_per_a": [[-0.66, -0.69, -0.33], [0.78, -0.06, -0.07], [-0.17, -0.45, -0.11], [0.27, 0.14, 0.40], [0.10, -0.75, -0.44], [0.51, 0.05, -0.20], [-0.46, -0.23, -0.17], [-0.08, 1.23, 0.28], [0.41, 0.27, -0.17], [-0.48, 0.14, 0.19], [-0.64, -0.34, 0.29], [0.08, -0.61, 0.27], [-0.58, 0.16, -0.21], [0.06, -0.14, 1.63], [0.42, 0.37, 0.33], [-0.47, -0.16, 0.05], [0.98, 0.78, -0.58], [-0.06, 0.34, -0.50], [0.49, -0.27, 0.23], [-0.25, -0.01, -0.50], [-0.47, 0.18, 0.03], [0.20, 0.04, -0.42]], "relative_energy_ev": 0.009, "e_tot_ev": -18726.3319, "total_charge": 1, "gap_ha": [0.1999, 0.4098], "spin_multiplicity": 2}

***

# 2
{"formula": "C3H11N3", "method": "ωB97M-V/def2-TZVPD", "symbols": ["H", "N", "C", "N", "H", "H", "H", "C", "C", "N", "H", "H", "H", "H", "H", "H", "H"], "coordinates": [[2.468, 1.992, 2.867], [1.844, 1.331, 2.405], [1.839, 1.414, 1.148], [2.580, 2.245, 0.363], [1.200, 0.734, 0.594], [3.128, 2.976, 0.790], [2.399, 2.318, -0.622], [-2.422, -1.902, -0.914], [-1.466, -0.714, -1.051], [-0.243, -0.828, -0.275], [-1.937, -2.820, -1.242], [-3.311, -1.746, -1.519], [-2.727, -2.025, 0.124], [-1.180, -0.594, -2.100], [-1.971, 0.202, -0.731], [-0.466, -0.918, 0.712], [0.265, -1.664, -0.546]], "forces_ev_per_a": [[0.04, 0.05, -0.17], [-0.15, -0.18, 1.03], [-0.01, -0.06, -0.43], [0.31, 0.32, -0.18], [-0.03, 0.02, -0.20], [-0.06, -0.05, -0.08], [-0.05, -0.03, 0.05], [0.19, 0.30, -0.06], [-0.22, -0.17, -0.05], [0.19, -0.11, 0.12], [0.01, -0.09, -0.02], [-0.16, -0.05, -0.06], [-0.04, -0.04, 0.08], [-0.10, 0.10, 0.06], [0.01, -0.02, -0.15], [0.08, -0.05, -0.05], [-0.02, 0.06, 0.10]], "relative_energy_ev": 0.648, "e_tot_ev": -7759.4361, "smiles": "[H]/N=C\\N.CCN", "total_charge": 0, "gap_ha": 0.3709, "spin_multiplicity": 1}

***

# 3
{"formula": "C6H12Cl12", "method": "ωB97M-V/def2-TZVPD", "symbols": ["Cl", "C", "Cl", "H", "H", "Cl", "C", "Cl", "H", "H", "Cl", "C", "Cl", "H", "H", "Cl", "C", "Cl", "H", "H", "Cl", "C", "Cl", "H", "H", "Cl", "C", "Cl", "H", "H"], "coordinates": [[-14.690, -4.242, -32.483], [-15.742, -5.651, -32.601], [-15.568, -6.540, -31.067], [-16.743, -5.286, -32.830], [-15.369, -6.270, -33.418], [-14.111, -10.666, -41.954], [-14.281, -10.448, -40.220], [-15.951, -9.907, -39.846], [-14.091, -11.426, -39.778], [-13.552, -9.728, -39.849], [-17.918, -14.900, -37.872], [-17.164, -16.418, -38.450], [-15.643, -16.347, -39.304], [-17.002, -17.063, -37.587], [-17.910, -17.003, -38.989], [-14.791, -11.078, -35.536], [-16.414, -11.375, -34.688], [-16.882, -10.105, -33.590], [-17.147, -11.529, -35.480], [-16.310, -12.241, -34.035], [-11.851, -7.816, -34.380], [-11.099, -9.079, -33.311], [-11.902, -9.106, -31.735], [-11.247, -9.972, -33.918], [-10.030, -9.009, -33.111], [-19.229, -15.456, -33.338], [-20.553, -16.514, -33.828], [-20.255, -17.375, -35.405], [-20.816, -17.219, -33.040], [-21.413, -15.845, -33.793]], "forces_ev_per_a": [[0.16, 0.48, -0.31], [0.56, 0.00, -0.08], [-0.61, -0.15, -0.40], [0.01, -0.35, 0.52], [-0.10, -0.04, 0.26], [0.24, 0.10, -0.31], [-0.26, -0.26, 0.20], [0.63, -0.15, 0.17], [-0.30, 0.24, 0.15], [-0.32, 0.05, -0.17], [0.54, -0.39, -0.44], [-0.85, -1.20, 1.05], [-0.04, 0.45, -0.22], [0.23, 0.53, 0.26], [0.11, 0.64, -0.61], [-1.22, -0.16, 0.73], [0.96, -0.48, -0.30], [-0.06, 0.57, -0.09], [0.15, 0.17, 0.23], [0.21, -0.09, -0.59], [0.81, -0.24, 0.60], [-0.43, -0.12, -0.60], [0.05, -0.24, -0.33], [-0.29, -0.18, 0.67], [-0.20, 0.80, -0.34], [0.27, -0.32, -0.03], [-0.61, 0.11, 0.20], [-0.40, 0.76, 1.22], [0.80, -0.39, -0.26], [-0.04, -0.15, -1.15]], "relative_energy_ev": 1.108, "e_tot_ev": -156684.8828, "smiles": "ClCCl.ClCCl.ClCCl.ClCCl.ClCCl.ClCCl", "total_charge": 0, "gap_ha": 0.4094, "spin_multiplicity": 1}

***

# 4
{"formula": "C15H19IrN3O2Se2", "method": "ωB97M-V/def2-TZVPD", "symbols": ["Ir", "O", "C", "C", "C", "O", "C", "Se", "C", "Se", "H", "H", "H", "H", "H", "H", "H", "H", "H", "H", "N", "C", "C", "C", "C", "C", "N", "C", "C", "C", "C", "C", "N", "H", "H", "H", "H", "H", "H", "H", "H", "H"], "coordinates": [[-1.178, -0.200, 0.564], [2.394, 1.946, -1.752], [3.558, 1.586, -1.028], [3.302, 0.344, -0.181], [4.678, -0.002, 0.438], [4.499, -1.098, 1.308], [2.970, -0.905, -1.028], [1.154, -1.427, -1.545], [2.367, 0.568, 1.023], [0.663, 1.510, 0.812], [2.501, 2.839, -2.097], [3.883, 2.400, -0.374], [4.377, 1.371, -1.724], [5.048, 0.882, 0.968], [5.387, -0.242, -0.363], [5.349, -1.371, 1.669], [3.246, -1.797, -0.462], [3.519, -0.921, -1.972], [2.891, 1.219, 1.729], [2.170, -0.370, 1.528], [-3.769, -1.022, 0.015], [-3.958, -0.453, 1.280], [-5.159, -0.474, 1.957], [-5.201, 0.154, 3.192], [-4.059, 0.770, 3.696], [-2.900, 0.739, 2.955], [-2.847, 0.136, 1.751], [-2.567, -0.902, -0.567], [-2.601, -1.319, -1.976], [-1.869, -0.940, -3.034], [-0.681, -0.120, -3.279], [0.556, -0.140, -2.801], [0.346, -0.983, -0.008], [-4.573, -1.407, -0.467], [-6.026, -0.966, 1.540], [-6.120, 0.159, 3.761], [-4.068, 1.270, 4.653], [-1.980, 1.194, 3.294], [-3.488, -1.892, -2.236], [-2.306, -1.244, -3.983], [-0.830, 0.583, -4.096], [1.327, 0.524, -3.157]], "forces_ev_per_a": [[0.86, -0.12, 0.13], [-0.06, -0.08, -0.03], [0.00, -0.01, -0.04], [-0.09, -0.07, -0.09], [0.04, -0.09, -0.03], [0.02, 0.00, 0.00], [0.04, 0.03, -0.01], [-0.27, -0.01, -0.26], [0.17, 0.11, 0.21], [-0.16, 0.15, 0.00], [-0.03, -0.02, 0.00], [-0.05, 0.00, 0.02], [0.04, 0.02, 0.04], [0.00, -0.02, 0.01], [0.00, 0.03, 0.00], [-0.01, -0.01, 0.01], [0.03, 0.03, 0.01], [0.01, 0.06, 0.01], [0.00, 0.02, -0.04], [0.00, 0.02, 0.02], [0.01, 0.21, 0.28], [0.06, -0.12, -0.28], [0.03, 0.05, 0.13], [-0.01, -0.03, -0.02], [0.04, 0.02, -0.01], [0.04, -0.04, -0.01], [-0.17, 0.08, -0.05], [-0.71, -0.27, -0.73], [0.01, 0.25, 0.37], [0.18, -0.18, -0.18], [-0.21, 0.16, 0.12], [0.13, -0.14, -0.08], [-0.02, -0.07, 0.41], [0.01, 0.05, -0.07], [-0.01, -0.01, -0.01], [0.00, 0.01, 0.00], [-0.01, -0.01, 0.01], [-0.01, 0.01, 0.03], [0.03, -0.07, 0.02], [0.05, -0.10, 0.00], [-0.05, 0.08, 0.06], [0.06, 0.10, 0.04]], "relative_energy_ev": 4.225, "e_tot_ev": -157940.4595, "total_charge": 2, "gap_ha": [0.2511, 0.2332], "spin_multiplicity": 2}